{"formula": "C31H58As3ClF6I2N4O7P2S2Tl", "method": "ωB97M-V/def2-TZVPD", "charge": -1, "e_tot_ha": -11975.43265, "orbital_gap_ev": 5.5, "elements": ["Tl", "C", "As", "C", "C", "C", "C", "C", "As", "C", "C", "C", "As", "C", "C", "H", "H", "H", "H", "H", "H", "H", "H", "H", "H", "H", "H", "H", "H", "H", "H", "H", "H", "H", "H", "H", "H", "H", "H", "H", "H", "H", "C", "P", "C", "C", "C", "C", "C", "C", "C", "P", "C", "C", "H", "H", "H", "H", "H", "H", "H", "H", "H", "H", "H", "H", "H", "H", "H", "H", "F", "C", "F", "F", "S", "O", "O", "N", "S", "O", "O", "C", "F", "F", "F", "Cl", "C", "C", "O", "O", "H", "H", "I", "I", "C", "N", "C", "C", "N", "N", "C", "C", "H", "H", "H", "H", "H", "H", "H", "H", "H", "H", "H", "H", "H", "O", "C"], "coordinates": [[0.572, -0.115, 1.194], [-4.564, 0.610, 0.377], [-2.937, 0.068, -0.654], [-3.518, -1.774, -1.101], [-3.434, 1.010, -2.372], [-2.544, 1.003, -3.637], [-3.378, 1.438, -4.833], [-1.324, 1.950, -3.488], [0.157, 1.367, -2.293], [1.207, 3.038, -2.547], [1.272, 0.335, -3.544], [-1.995, -0.429, -3.865], [-1.163, -0.894, -5.605], [-0.484, -2.662, -5.048], [-2.773, -1.685, -6.456], [-5.495, 0.085, 0.037], [-4.761, 1.673, 0.200], [-4.431, 0.387, 1.439], [-4.397, -1.769, -1.739], [-3.720, -2.217, -0.115], [-2.740, -2.328, -1.572], [-3.705, 2.029, -2.089], [-4.357, 0.485, -2.575], [-3.778, 2.457, -4.812], [-4.218, 0.760, -4.923], [-2.793, 1.412, -5.736], [-1.631, 2.944, -3.177], [-0.792, 2.081, -4.426], [1.510, 3.122, -3.585], [2.021, 3.056, -1.808], [0.572, 3.902, -2.299], [1.051, 0.483, -4.575], [1.155, -0.755, -3.339], [2.277, 0.678, -3.304], [-2.744, -1.239, -3.784], [-1.182, -0.619, -3.153], [0.440, -2.522, -4.555], [-0.317, -3.227, -5.944], [-1.225, -3.156, -4.407], [-3.335, -0.868, -6.981], [-3.292, -2.276, -5.666], [-2.502, -2.314, -7.258], [-2.822, 3.510, 2.106], [-1.187, 2.692, 1.762], [-0.759, 3.793, 0.397], [-0.146, 3.457, 3.099], [-0.017, 4.817, 3.206], [0.693, 5.423, 4.239], [1.269, 4.592, 5.183], [1.118, 3.201, 5.140], [0.416, 2.632, 4.107], [0.170, 0.867, 4.024], [-1.537, 0.594, 4.683], [1.165, 0.204, 5.448], [-2.662, 4.577, 2.304], [-3.450, 3.062, 2.862], [-3.456, 3.415, 1.188], [-0.934, 4.864, 0.593], [-1.397, 3.526, -0.457], [0.284, 3.686, 0.106], [-0.372, 5.427, 2.398], [0.744, 6.477, 4.292], [1.831, 5.054, 5.980], [1.541, 2.582, 5.889], [-1.694, 1.162, 5.561], [-1.718, -0.419, 4.853], [-2.309, 0.961, 3.982], [0.891, 0.582, 6.420], [2.250, 0.383, 5.250], [1.078, -0.857, 5.543], [-5.221, -1.376, 4.390], [-4.992, -2.671, 4.231], [-5.589, -3.007, 3.103], [-5.583, -3.255, 5.284], [-3.200, -3.075, 4.190], [-2.816, -2.254, 3.049], [-2.724, -2.772, 5.521], [-3.268, -4.590, 3.778], [-2.272, -5.732, 4.078], [-2.985, -6.940, 3.904], [-1.364, -5.580, 5.175], [-1.035, -5.479, 2.760], [-0.166, -6.384, 3.059], [-1.392, -5.653, 1.434], [-0.509, -4.257, 2.843], [2.617, 4.963, 1.402], [3.609, 3.485, 1.810], [2.739, 2.208, 1.969], [3.229, 1.345, 2.704], [1.688, 2.186, 1.305], [4.086, 3.711, 2.791], [4.426, 3.376, 1.023], [6.462, -0.834, 2.749], [7.666, -3.166, 2.116], [4.192, -3.683, -1.579], [4.587, -2.402, -2.100], [4.913, -2.485, -3.493], [4.030, -1.234, -1.510], [2.949, -1.169, -0.821], [4.758, -0.087, -1.610], [6.220, -0.108, -1.609], [4.280, 1.034, -0.808], [4.881, -4.461, -1.906], [3.152, -4.036, -1.837], [4.289, -3.687, -0.489], [4.106, -3.014, -4.071], [5.828, -3.059, -3.605], [5.047, -1.483, -3.979], [2.409, -2.067, -0.865], [6.632, -1.018, -2.127], [6.662, -0.107, -0.651], [6.604, 0.756, -2.146], [3.221, 1.178, -0.936], [4.810, 1.934, -1.106], [4.428, 0.856, 0.264], [-1.799, -5.338, -1.993], [-1.301, -6.355, -1.832]], "forces_ev_per_a": [[0.05, 0.10, -0.09], [-0.80, -0.43, -0.85], [0.18, 0.10, -0.01], [-0.38, 0.77, 0.85], [0.00, -0.33, 0.44], [0.85, -0.18, 0.52], [-0.34, 0.22, 0.05], [0.13, -0.39, 0.01], [0.13, 0.56, 0.32], [-0.72, 0.18, 0.75], [-0.16, -0.97, 1.04], [-0.08, -0.42, -0.31], [-0.18, -0.11, -0.52], [-1.18, 0.59, -0.03], [-0.45, 1.37, 0.68], [0.86, 0.22, 0.16], [0.23, -0.09, 0.29], [0.13, 0.16, -0.15], [-0.23, -0.04, 0.07], [-0.12, -0.08, -0.36], [0.68, -0.37, -0.32], [0.08, 0.14, -0.04], [-0.49, 0.00, -0.46], [0.09, -0.06, 0.54], [-0.29, -0.17, -0.25], [0.34, -0.24, -0.51], [-0.16, 0.16, 0.21], [-0.23, -0.02, -0.46], [0.36, 0.01, -0.05], [0.02, -0.10, -0.52], [0.10, -0.28, -0.12], [-0.14, 0.45, -0.85], [0.35, 0.80, 0.02], [0.20, -0.34, -0.11], [0.06, 0.56, 0.42], [-0.39, -0.20, 0.14], [0.98, -0.04, 0.72], [0.04, -0.40, -0.45], [0.26, 0.00, -0.08], [-0.06, -0.72, 1.05], [-0.14, 0.65, -0.81], [0.64, -1.04, -0.78], [-0.48, 0.02, -1.02], [0.08, 0.29, 0.54], [0.01, 0.63, -0.99], [-0.48, -0.90, 0.62], [0.36, 0.50, -0.09], [-0.39, -1.68, -0.11], [0.11, 0.27, 0.37], [0.04, 1.30, -0.49], [-0.74, 0.55, -0.42], [-0.10, -1.70, 0.44], [0.06, 1.80, -1.50], [1.02, 0.58, -0.67], [-0.15, -0.21, 0.06], [0.20, -0.17, 0.59], [0.66, 0.17, 0.43], [-0.07, -0.38, 0.07], [0.11, -0.01, 0.06], [-0.02, -0.19, 0.10], [-0.35, 0.33, -0.07], [0.29, 0.90, 0.09], [0.12, -0.08, 0.24], [0.40, -0.27, 0.60], [-0.01, 0.51, 1.24], [-0.17, -1.72, 0.27], [0.45, -0.28, -0.03], [-0.15, 0.48, 0.29], [-0.79, 0.10, 0.12], [-0.37, -0.81, -0.35], [0.51, 1.02, 0.06], [-0.26, -0.28, 0.81], [-0.34, -0.65, -0.42], [-0.16, -0.56, -0.22], [0.09, 0.63, -0.82], [0.30, -0.22, 0.97], [0.00, -0.07, -0.87], [-0.83, 1.44, 0.47], [0.12, 1.15, 0.14], [-0.03, -1.42, -0.36], [-0.39, 0.07, 0.56], [-1.31, 0.35, -1.40], [2.28, -1.33, -0.39], [-0.04, 0.09, 1.31], [0.10, -0.09, 0.01], [0.66, -0.44, -0.20], [0.88, 0.52, 0.26], [1.11, 0.70, -0.19], [-0.02, -0.38, 0.16], [-0.73, -0.53, -0.58], [-0.31, -0.19, -0.82], [-1.23, 0.05, 0.97], [0.05, -0.43, -0.18], [-0.22, 0.49, 0.11], [-0.71, -0.47, 0.85], [-0.31, 0.41, 0.49], [-0.53, 0.83, -1.33], [-0.26, -0.90, 0.36], [-0.85, -1.73, -0.05], [1.24, 0.88, -0.10], [0.07, -1.36, -2.16], [-0.06, -0.08, 0.05], [0.08, 0.12, -0.33], [0.72, 0.45, 0.02], [-0.25, 0.13, -0.07], [0.51, 0.38, 0.38], [0.24, -0.08, -0.20], [-0.08, -0.81, 0.64], [0.69, 1.04, -0.05], [-0.59, 0.86, 0.42], [0.21, 0.05, 1.51], [-0.08, 0.16, -0.09], [-0.36, 0.07, -0.15], [0.12, 0.09, -0.10], [0.09, -0.06, -0.02], [0.99, -2.01, 0.32], [-0.99, 2.04, -0.30]], "lowdin_charge": [0.57, -0.32, 1.08, -0.32, -0.35, -0.67, -0.09, -0.36, 1.10, -0.31, -0.35, -0.39, 1.10, -0.32, -0.34, 0.04, 0.00, 0.01, 0.02, 0.02, -0.02, 0.07, 0.05, 0.09, 0.08, 0.05, 0.07, 0.06, 0.02, 0.01, 0.02, -0.03, 0.01, 0.01, 0.06, 0.02, -0.02, 0.01, 0.03, 0.02, 0.03, -0.02, -0.27, 0.86, -0.33, -0.38, -0.16, -0.09, -0.08, -0.08, -0.41, 0.82, -0.23, -0.26, 0.03, 0.02, 0.03, 0.04, 0.03, -0.01, 0.08, 0.09, 0.10, 0.08, 0.03, -0.01, 0.04, 0.03, 0.05, 0.03, 0.13, -0.71, 0.14, 0.12, 0.59, -0.33, -0.29, -0.30, 0.54, -0.27, -0.27, -0.68, 0.15, 0.07, 0.13, 0.57, -0.43, -0.83, -0.06, -0.29, 0.08, 0.08, 0.06, -0.02, -0.10, -0.19, -0.10, -0.46, 0.12, -0.14, -0.06, -0.08, 0.08, 0.10, 0.09, 0.09, 0.08, 0.10, 0.05, 0.09, 0.04, 0.08, 0.05, 0.09, 0.08, -0.01, 0.01]}

{"formula": "C9H19Br8NO2", "method": "ωB97M-V/def2-TZVPD", "smiles": "C[N+](=O)[O-].BrCCBr.BrCCBr.BrCCBr.BrCCBr", "e_tot_ha": -21151.55690, "de_lowest_ev": 1.079, "orbital_gap_ev": 9.8, "elements": ["C", "N", "O", "O", "H", "H", "H", "Br", "C", "C", "Br", "H", "H", "H", "H", "Br", "C", "C", "Br", "H", "H", "H", "H", "Br", "C", "C", "Br", "H", "H", "H", "H", "Br", "C", "C", "Br", "H", "H", "H", "H"], "coordinates": [[-2.005, 5.256, 2.044], [-0.914, 4.889, 1.098], [-0.862, 3.774, 0.562], [-0.068, 5.692, 0.782], [-2.992, 4.920, 1.724], [-1.914, 6.338, 2.140], [-1.846, 4.848, 3.042], [0.164, 1.826, 3.253], [0.357, 1.130, 1.413], [0.503, -0.332, 1.646], [0.639, -1.187, -0.080], [1.289, 1.488, 0.977], [-0.450, 1.519, 0.792], [-0.274, -0.798, 2.253], [1.494, -0.512, 2.062], [-1.870, 3.468, -2.862], [-2.081, 1.692, -2.170], [-3.258, 1.582, -1.102], [-3.288, -0.336, -0.594], [-1.090, 1.488, -1.764], [-2.341, 1.010, -2.980], [-4.210, 1.960, -1.475], [-2.986, 2.119, -0.193], [4.176, -3.707, 4.149], [3.446, -2.898, 2.454], [3.443, -3.877, 1.313], [2.218, -5.452, 1.706], [4.053, -2.027, 2.205], [2.430, -2.579, 2.686], [4.444, -4.308, 1.294], [3.064, -3.512, 0.359], [1.702, -3.983, -1.957], [0.420, -3.604, -3.510], [-0.276, -2.290, -3.197], [-1.292, -1.641, -4.776], [-0.214, -4.490, -3.555], [0.969, -3.552, -4.450], [0.369, -1.451, -2.935], [-0.949, -2.462, -2.357]], "forces_ev_per_a": [[0.09, 0.69, 0.54], [1.18, -1.78, -2.07], [-1.42, 0.24, 1.28], [-0.40, 1.28, 1.08], [0.38, 0.03, -0.46], [-0.33, -0.12, -0.17], [0.48, -0.37, -0.27], [0.03, 0.40, -0.43], [0.31, 0.56, 0.42], [0.34, -0.40, -0.24], [-0.10, -0.36, -0.22], [-0.08, 0.33, 0.29], [-0.18, -0.45, 0.41], [0.04, 0.05, -0.31], [-0.33, -0.02, 0.35], [-0.30, 0.47, -0.21], [-1.35, -0.46, 1.00], [2.09, 0.09, -0.54], [-0.32, 0.71, -0.17], [-0.40, -0.43, 0.20], [0.34, 0.20, -0.08], [0.08, -0.52, -0.10], [-0.06, -0.06, -0.09], [-0.36, 0.60, -1.12], [-0.62, -0.10, 0.48], [-0.07, -1.41, 0.91], [0.67, 0.95, -0.24], [0.14, -0.14, 0.17], [0.17, 0.01, 0.19], [-0.21, -0.14, -0.65], [0.28, 0.28, 0.29], [-0.81, 0.07, -1.36], [0.76, 0.23, 0.27], [-0.37, -0.34, 0.13], [0.23, -0.39, 0.62], [-0.16, 0.36, 0.24], [0.38, 0.00, 0.37], [0.21, -0.38, -0.24], [-0.30, 0.31, -0.28]], "lowdin_charge": [0.05, -0.41, -0.03, 0.08, 0.10, 0.10, 0.09, 0.63, -0.68, -0.73, 0.68, 0.07, 0.02, 0.06, 0.03, 0.64, -0.73, -0.61, 0.59, 0.03, 0.02, 0.06, 0.03, 0.56, -0.66, -0.62, 0.51, 0.07, 0.03, 0.05, -0.03, 0.56, -0.58, -0.73, 0.59, 0.06, 0.05, 0.01, 0.03]}

{"formula": "CH5NS2", "method": "ωB97M-V/def2-TZVPD", "smiles": "CSSN", "e_tot_ha": -892.18083, "de_lowest_ev": 0.859, "orbital_gap_ev": 8.7, "elements": ["C", "S", "S", "N", "H", "H", "H", "H", "H"], "coordinates": [[0.055, -0.145, 1.694], [1.501, -0.497, 0.688], [0.603, -1.364, -1.303], [0.620, 0.115, -2.158], [-0.502, -0.973, 2.036], [-0.627, 0.542, 1.028], [0.276, 0.460, 2.603], [1.561, 0.056, -2.384], [0.360, 0.906, -1.647]], "forces_ev_per_a": [[-1.29, 2.92, -1.40], [-0.30, -1.42, -1.38], [-0.07, 1.62, 2.86], [-0.84, -2.92, -0.73], [-0.47, -1.19, 0.07], [0.96, -1.34, 1.45], [0.46, -0.33, -0.77], [2.00, 1.45, -1.03], [-0.43, 1.21, 0.93]], "lowdin_charge": [-0.55, 0.42, 0.49, -0.40, 0.00, 0.06, 0.04, -0.05, -0.01]}

{"formula": "C3H7N2", "method": "ωB97M-V/def2-TZVPD", "charge": 1, "smiles": "[H]/N=C\\CC=[NH2+]", "e_tot_ha": -227.67975, "de_lowest_ev": 2.030, "orbital_gap_ev": 8.1, "elements": ["H", "N", "C", "C", "C", "N", "H", "H", "H", "H", "H", "H"], "coordinates": [[2.463, 0.502, -1.242], [2.449, -0.206, -0.421], [1.459, -0.546, 0.194], [0.356, 0.447, 0.374], [-0.836, 0.356, -0.431], [-1.665, -0.590, -0.062], [1.262, -1.528, 0.703], [0.162, 0.228, 1.436], [0.910, 1.399, 0.247], [-0.935, 0.920, -1.437], [-1.447, -1.118, 0.747], [-2.535, -0.670, -0.614]], "forces_ev_per_a": [[-0.20, -0.74, 2.71], [3.05, -0.58, -3.66], [-1.40, -1.11, -0.23], [0.04, 2.25, 1.21], [-0.06, -1.45, -0.76], [-0.77, 2.58, -2.99], [0.94, 0.77, -0.17], [-0.55, 0.85, -0.11], [-0.96, -0.27, 0.33], [-0.33, -0.94, 1.95], [-0.35, -0.69, 0.91], [0.58, -0.66, 0.81]], "lowdin_charge": [0.14, 0.13, -0.27, -0.18, 0.00, 0.23, 0.14, 0.15, 0.14, 0.20, 0.13, 0.17]}

{"formula": "C3H37NO17", "method": "ωB97M-V/def2-TZVPD", "e_tot_ha": -1470.38464, "de_lowest_ev": 2.069, "orbital_gap_ev": 10.8, "elements": ["O", "C", "N", "C", "O", "C", "H", "H", "H", "H", "H", "H", "H", "H", "H", "O", "H", "H", "O", "H", "H", "O", "H", "H", "O", "H", "H", "O", "H", "H", "O", "H", "H", "O", "H", "H", "O", "H", "H", "O", "H", "H", "O", "H", "H", "O", "H", "H", "O", "H", "H", "O", "H", "H", "O", "H", "H", "O"], "coordinates": [[-0.086, -0.109, 2.185], [0.313, -1.280, 2.346], [1.264, -1.769, 1.481], [1.589, -3.166, 1.305], [0.481, -3.837, 0.718], [-0.197, -2.207, 3.425], [1.676, -1.193, 0.757], [1.813, -3.719, 2.213], [2.453, -3.245, 0.648], [0.586, -4.156, -0.201], [0.639, -2.746, 3.848], [-0.982, -2.841, 3.027], [-0.621, -1.499, 4.121], [-0.266, 0.643, 0.448], [-1.578, 0.117, -0.342], [-0.920, 0.887, -0.239], [1.193, 3.719, -1.915], [0.482, 5.026, -1.558], [0.651, 4.446, -2.290], [-0.563, 2.182, -3.295], [-0.353, 1.277, -1.988], [-0.109, 1.437, -2.910], [1.876, 1.948, 0.169], [2.019, 1.363, 1.537], [1.966, 2.210, 1.109], [3.845, -0.013, 0.376], [3.090, 0.814, -0.779], [3.298, -0.138, -0.452], [0.426, -0.122, -3.684], [1.219, -1.274, -4.637], [0.924, -0.982, -3.713], [-5.030, 0.878, 0.388], [-4.402, 0.754, 1.708], [-4.739, 0.169, 1.017], [-2.388, -4.317, 0.011], [-1.369, -3.400, 0.828], [-2.362, -3.681, 0.776], [-0.206, 4.722, 1.490], [-1.094, 3.905, 0.626], [-0.825, 4.819, 0.722], [0.200, -2.688, -3.006], [-0.968, -2.422, -2.171], [-0.467, -3.184, -2.503], [1.441, 1.523, -2.214], [2.784, 2.095, -2.530], [2.236, 1.968, -1.783], [0.325, 2.650, 2.382], [-0.904, 1.755, 2.309], [-0.619, 2.654, 2.512], [3.343, -1.924, -1.189], [3.076, -1.861, -2.635], [3.480, -2.440, -1.960], [-2.975, 3.989, 1.045], [-2.306, 2.973, 1.799], [-3.014, 3.064, 1.120], [-2.811, -2.027, -0.021], [-3.638, -0.623, 0.009], [-2.899, -1.125, -0.441]], "forces_ev_per_a": [[0.58, -1.45, 0.70], [0.36, 0.82, -1.64], [0.35, -0.60, 0.66], [-0.45, -0.34, -0.78], [-0.43, -0.54, -0.28], [0.17, 1.35, -0.61], [-0.46, 0.49, 0.09], [-0.04, 0.39, 0.34], [0.07, 0.17, 0.02], [0.37, 0.65, 0.48], [-0.09, -0.36, 0.21], [0.02, -0.29, 0.04], [-0.23, -0.23, 0.56], [-0.76, -0.15, -0.29], [0.93, 0.88, 0.45], [-0.17, -0.83, -0.65], [-0.40, 0.63, -0.22], [-0.31, 0.43, 0.72], [0.59, -1.08, -0.44], [-0.26, 0.55, 0.31], [-1.08, 0.18, 0.80], [0.80, -1.00, -0.68], [-0.05, 0.69, 0.54], [-0.01, -0.64, 0.60], [-0.05, 0.13, -0.85], [-0.76, -0.13, -1.45], [0.35, -2.02, 0.31], [0.45, 1.96, 1.45], [0.50, -0.80, -0.56], [-1.01, 1.25, 1.93], [0.69, -0.48, -1.47], [0.14, -1.02, 0.47], [0.31, -0.27, 0.27], [-0.68, 1.67, -0.73], [0.13, 0.91, 1.13], [-2.14, -1.08, -0.25], [2.08, 0.11, -0.98], [-0.84, 0.42, -0.99], [-0.11, -0.45, -0.40], [1.21, 0.33, 0.96], [0.06, -0.25, 0.01], [-0.28, -0.37, 0.13], [0.09, 0.57, 0.19], [0.62, 0.72, 0.42], [1.30, 0.45, -1.15], [-1.58, -0.83, 0.56], [0.61, -0.14, -0.33], [0.38, -0.24, 0.11], [-0.83, 0.08, 0.50], [0.03, 0.93, 1.14], [0.18, -0.48, 0.28], [-0.26, -0.60, -1.65], [-0.47, 2.19, -0.52], [-0.53, -0.37, -0.45], [0.44, -1.77, 1.03], [-0.37, 1.12, -0.27], [0.90, -0.94, -0.13], [-0.05, -0.33, 0.35]], "lowdin_charge": [-0.01, -0.44, 0.10, -0.21, -0.07, 0.04, 0.11, 0.12, 0.13, 0.11, 0.09, 0.09, 0.09, 0.00, 0.05, -0.09, 0.01, 0.01, -0.06, 0.08, 0.03, -0.05, 0.01, 0.02, -0.04, 0.09, 0.04, -0.11, 0.03, 0.10, -0.10, 0.09, 0.05, -0.05, 0.08, 0.05, -0.11, 0.06, -0.01, -0.07, 0.00, 0.03, -0.07, 0.05, 0.07, -0.06, 0.02, 0.02, -0.06, -0.05, 0.02, -0.06, 0.00, 0.01, -0.05, 0.02, 0.01, -0.11]}